The following is a DFT calculation (ωB97M-V with the def2-TZVPD basis set) of a cluster of 10 separate species, C26H54N2O28 in total in a non-equilibrium geometry.

Computed properties:
* F_max: 1.45 eV Å⁻¹
* highest occupied orbital energy: -10.32 eV
* total charge: 0
* energy: -3239.17010 Eh
* energy above the lowest of the compared OMol25 structures with the same formula, charge and spin: 0.0 kJ/mol
* LUMO level: -0.014 Ha

CARTESIAN COORDINATES (ANGSTROEM)
C 4.80 2.47 -5.84
N 3.87 1.66 -5.02
O 2.73 1.51 -5.40
O 4.33 1.16 -4.01
H 5.80 2.08 -5.71
H 4.72 3.52 -5.58
H 4.53 2.36 -6.89
C -3.89 -0.68 3.38
N -2.42 -0.64 3.27
O -1.82 -1.68 3.08
O -1.90 0.45 3.36
H -4.21 -1.71 3.31
H -4.27 -0.13 2.51
H -4.23 -0.22 4.30
C -1.23 0.61 0.44
O -1.04 0.30 -0.95
C 0.20 -0.02 -1.31
O 1.14 -0.11 -0.57
O 0.21 -0.20 -2.62
C 1.42 -0.69 -3.22
H -0.56 1.44 0.64
H -1.00 -0.25 1.06
H -2.26 0.92 0.58
H 1.72 -1.60 -2.69
H 2.21 0.04 -3.17
H 1.14 -0.84 -4.26
C 0.83 3.54 -0.30
O -0.52 3.75 -0.62
C -1.01 3.54 -1.84
O -2.15 3.72 -2.13
O -0.06 3.09 -2.68
C -0.54 2.60 -3.92
H 0.98 3.72 0.76
H 1.49 4.26 -0.80
H 1.18 2.53 -0.53
H 0.29 2.14 -4.45
H -0.94 3.41 -4.53
H -1.31 1.84 -3.77
C -0.73 -4.06 -2.89
O -0.24 -5.34 -3.30
C -1.19 -6.20 -3.64
O -2.38 -6.01 -3.58
O -0.61 -7.32 -4.07
C -1.50 -8.35 -4.45
H 0.13 -3.47 -2.59
H -1.31 -4.18 -1.97
H -1.35 -3.60 -3.65
H -2.26 -8.02 -5.15
H -1.99 -8.78 -3.58
H -0.89 -9.11 -4.94
C 1.93 -2.11 1.94
O 2.74 -2.06 3.12
C 2.48 -2.98 4.04
O 1.77 -3.94 3.90
O 3.14 -2.66 5.16
C 2.86 -3.48 6.29
H 0.89 -2.33 2.23
H 2.26 -2.93 1.31
H 2.03 -1.16 1.45
H 3.65 -3.23 6.99
H 2.89 -4.53 6.00
H 1.89 -3.24 6.71
C -4.58 -1.96 -0.40
O -4.83 -0.95 -1.36
C -4.77 0.32 -0.94
O -4.48 0.70 0.16
O -5.06 1.09 -1.97
C -5.24 2.48 -1.68
H -3.70 -2.54 -0.69
H -5.42 -2.66 -0.41
H -4.40 -1.54 0.59
H -6.11 2.62 -1.05
H -5.35 3.00 -2.63
H -4.37 2.89 -1.17
C 1.47 1.35 3.57
O 0.61 1.33 4.68
C 1.19 1.17 5.86
O 2.35 0.94 6.05
O 0.26 1.27 6.81
C 0.72 1.19 8.14
H 2.28 2.08 3.69
H 0.89 1.62 2.69
H 1.92 0.37 3.40
H 0.01 1.68 8.79
H 1.70 1.67 8.23
H 0.88 0.15 8.42
C -2.99 3.43 1.49
O -4.25 3.93 1.08
C -5.09 4.24 2.06
O -4.88 4.17 3.24
O -6.24 4.62 1.50
C -7.14 5.30 2.39
H -2.53 2.99 0.62
H -3.04 2.64 2.25
H -2.35 4.19 1.94
H -6.61 6.06 2.97
H -7.66 4.60 3.04
H -7.86 5.80 1.75
C 8.30 0.54 -3.10
O 7.30 -0.48 -2.98
C 6.85 -0.68 -1.75
O 7.25 -0.13 -0.76
O 5.88 -1.60 -1.72
C 5.34 -2.15 -2.91
H 9.24 0.18 -2.68
H 7.99 1.44 -2.59
H 8.44 0.73 -4.16
H 5.18 -1.38 -3.67
H 4.42 -2.66 -2.66
H 6.03 -2.87 -3.36



The following is a DFT calculation (ωB97M-V with the def2-TZVPD basis set) of a cluster of 3 separate species, C26H55Br2N5O13P3 in total in a non-equilibrium geometry.

Computed properties:
* F_max: 7.18 eV Å⁻¹
* highest occupied orbital energy: -11.32 eV
* total charge: +1
* energy: -8447.51119 Eh
* LUMO level: -0.137 Ha

CARTESIAN COORDINATES (ANGSTROEM)
C 3.77 0.00 -0.96
C 2.67 0.97 -0.51
C 1.75 0.37 0.53
O 2.07 -0.54 1.24
O 0.48 0.96 0.60
C -0.45 0.15 -0.12
C -1.12 -0.84 0.83
C -2.54 -1.24 0.48
C -3.52 -0.21 -0.05
P -3.87 1.36 0.88
N -5.24 1.40 1.59
O -3.78 2.56 -0.18
O -2.75 1.61 2.02
N -4.63 -1.13 -0.38
C -5.80 -0.62 -1.02
Br -5.69 0.71 -2.37
C -6.99 -1.08 -0.64
C -8.31 -0.61 -1.20
Br -7.12 -2.41 0.73
C -4.03 -2.23 -0.99
N -4.63 -2.94 -1.95
N -2.82 -2.35 -0.46
N -1.78 -2.99 -1.13
C -1.97 -4.44 -1.38
C -1.30 -2.24 -2.23
C 0.10 -2.60 -2.71
O -1.91 -1.34 -2.76
H 3.42 -0.68 -1.73
H 4.58 0.58 -1.41
H 4.22 -0.55 -0.13
H 2.04 1.19 -1.38
H 3.08 1.90 -0.10
H 0.16 -0.42 -0.84
H -1.13 0.76 -0.72
H -0.53 -1.75 0.99
H -1.17 -0.36 1.81
H -2.99 -1.59 1.42
H -3.20 0.12 -1.06
H -5.73 0.52 1.44
H -3.21 2.34 -0.93
H -1.86 1.68 1.62
H -9.07 -1.36 -0.95
H -8.27 -0.53 -2.28
H -8.63 0.32 -0.72
H -4.90 -3.90 -1.88
H -4.79 -2.48 -2.83
H -1.31 -5.00 -0.70
H -1.61 -4.69 -2.38
H -2.98 -4.79 -1.21
H 0.55 -3.39 -2.10
H 0.74 -1.72 -2.63
H 0.10 -2.91 -3.76
O -2.72 5.40 6.79
P -2.08 5.74 5.49
O -0.77 6.61 5.88
C 0.34 5.95 6.51
C 1.17 5.16 5.51
O -3.06 6.95 4.98
C -4.39 7.10 5.48
C -4.44 8.14 6.58
O -1.58 5.48 3.94
C -2.31 4.52 3.13
C -3.63 5.08 2.63
H -0.01 5.31 7.32
H 0.96 6.73 6.95
H 0.60 4.30 5.12
H 2.08 4.78 5.97
H 1.43 5.78 4.65
H -4.78 6.14 5.83
H -5.02 7.42 4.65
H -3.69 7.94 7.35
H -5.42 8.16 7.05
H -4.22 9.13 6.18
H -2.47 3.60 3.70
H -1.66 4.28 2.29
H -4.37 5.12 3.43
H -4.03 4.44 1.84
H -3.50 6.09 2.24
O 5.22 -2.95 -3.11
P 6.35 -3.71 -3.72
O 6.16 -3.52 -5.33
C 6.42 -2.25 -5.92
C 7.91 -1.99 -6.07
O 5.78 -5.25 -3.60
C 4.77 -5.58 -2.65
C 3.40 -5.61 -3.29
O 7.88 -4.27 -3.85
C 8.68 -4.43 -2.65
C 8.28 -5.66 -1.85
H 5.95 -1.46 -5.33
H 5.95 -2.25 -6.90
H 8.39 -1.87 -5.09
H 8.09 -1.07 -6.64
H 8.40 -2.82 -6.57
H 4.79 -4.89 -1.80
H 5.01 -6.57 -2.26
H 3.20 -4.69 -3.84
H 2.62 -5.75 -2.54
H 3.34 -6.43 -4.01
H 8.60 -3.52 -2.04
H 9.71 -4.52 -2.97
H 7.33 -5.50 -1.33
H 9.04 -5.87 -1.09
H 8.16 -6.52 -2.50



The following is a DFT calculation (ωB97M-V with the def2-TZVPD basis set) of a cluster of 5 separate species, C26H55F3NO15S4 in total.

Computed properties:
* F_max: 0.84 eV Å⁻¹
* <S²>: 0.75
* highest occupied orbital energy (alpha / beta): -7.78 / -9.34 eV
* total charge: 0
* spin multiplicity: 2
* energy: -4099.26781 Eh
* LUMO level (alpha / beta): 0.010 / 0.010 Ha

CARTESIAN COORDINATES (ANGSTROEM)
C 4.93 5.74 -2.54
C 4.94 5.94 -4.04
C 5.95 7.05 -4.38
C 3.52 6.33 -4.49
C 3.21 6.20 -6.01
C 2.96 7.64 -6.54
C 2.65 7.74 -8.01
O 1.79 8.43 -8.45
C 1.88 5.46 -6.30
C 1.46 4.21 -5.50
O 2.59 3.59 -4.94
C 0.38 4.47 -4.44
F -0.26 3.31 -4.15
F 0.88 4.93 -3.27
F -0.54 5.35 -4.85
C 4.43 5.65 -6.79
C 5.34 4.56 -6.18
C 6.78 4.81 -6.68
C 4.93 3.16 -6.64
N 5.36 4.67 -4.69
O 5.25 3.60 -4.00
H 4.14 5.06 -2.23
H 4.78 6.70 -2.05
H 5.88 5.33 -2.20
H 5.94 7.81 -3.59
H 5.75 7.56 -5.32
H 6.96 6.65 -4.42
H 3.37 7.37 -4.19
H 2.83 5.73 -3.91
H 3.84 8.26 -6.33
H 2.11 8.08 -6.03
H 3.27 7.13 -8.71
H 1.06 6.17 -6.24
H 1.91 5.16 -7.36
H 0.96 3.51 -6.18
H 2.39 3.12 -4.12
H 4.11 5.26 -7.76
H 5.06 6.51 -7.02
H 6.82 4.67 -7.76
H 7.46 4.09 -6.21
H 7.12 5.81 -6.45
H 3.86 3.10 -6.83
H 5.20 2.41 -5.91
H 5.45 2.94 -7.57
O -1.94 -0.18 -1.60
S -3.36 -0.27 -1.80
O -3.85 -0.87 -3.00
O -3.99 1.18 -1.63
C -3.36 2.26 -2.37
C -3.76 2.27 -3.83
C -4.13 -1.02 -0.41
H -2.28 2.19 -2.25
H -3.70 3.16 -1.87
H -3.36 1.40 -4.36
H -3.37 3.17 -4.30
H -4.84 2.26 -3.94
H -3.78 -0.52 0.49
H -3.84 -2.06 -0.41
H -5.21 -0.93 -0.52
O -5.40 -3.78 0.44
S -6.03 -4.46 1.53
O -5.21 -5.20 2.44
O -7.18 -5.39 0.97
C -6.84 -6.29 -0.13
C -6.10 -7.51 0.35
C -7.05 -3.34 2.43
H -6.28 -5.72 -0.87
H -7.81 -6.54 -0.55
H -5.10 -7.27 0.71
H -6.00 -8.21 -0.48
H -6.64 -8.01 1.15
H -7.69 -2.82 1.73
H -6.38 -2.66 2.94
H -7.63 -3.91 3.15
O -3.05 -7.93 5.14
S -2.49 -6.71 5.65
O -1.07 -6.63 5.84
O -3.23 -6.33 7.00
C -3.42 -7.37 7.99
C -2.14 -7.70 8.72
C -3.03 -5.34 4.69
H -3.85 -8.24 7.50
H -4.16 -6.95 8.66
H -1.42 -8.19 8.06
H -2.35 -8.37 9.55
H -1.67 -6.79 9.11
H -4.11 -5.40 4.58
H -2.55 -5.43 3.72
H -2.72 -4.43 5.20
O 1.01 -2.80 9.96
S 0.96 -4.19 9.61
O -0.19 -4.96 9.97
O 2.28 -4.90 10.15
C 2.62 -4.67 11.54
C 1.80 -5.50 12.49
C 1.28 -4.40 7.89
H 2.53 -3.60 11.75
H 3.68 -4.93 11.59
H 0.75 -5.19 12.49
H 2.19 -5.39 13.50
H 1.84 -6.55 12.21
H 2.17 -3.85 7.63
H 0.41 -4.01 7.37
H 1.39 -5.47 7.69



The following is a DFT calculation (ωB97M-V with the def2-TZVPD basis set) of a structure of composition C26H55NO3P2Sn in a non-equilibrium geometry.

Computed properties:
* F_max: 5.78 eV Å⁻¹
* highest occupied orbital energy: -20.78 eV
* total charge: +4
* energy: -2199.54308 Eh
* energy above the lowest of the compared OMol25 structures with the same formula, charge and spin: 0.0 kJ/mol
* LUMO level: -0.562 Ha

CARTESIAN COORDINATES (ANGSTROEM)
Sn -0.14 0.54 -0.80
C -2.61 0.32 -0.76
O -3.55 -0.28 -0.45
C 2.26 0.89 -0.29
O 3.32 0.53 -0.01
P 0.39 -1.65 -2.31
C 0.37 -1.24 -4.11
H 0.73 -2.16 -4.59
C 2.10 -2.35 -2.04
H 2.73 -1.45 -2.04
C -0.87 -2.99 -2.14
H -1.81 -2.46 -2.40
C -2.39 2.79 1.61
P -0.91 2.86 0.49
H -1.48 5.04 -0.24
H -3.22 2.55 0.93
C 0.36 3.82 1.45
H -0.14 4.79 1.63
C 2.25 -3.03 -0.67
H 3.32 -3.18 -0.46
H 1.78 -4.03 -0.66
H 1.83 -2.44 0.15
C 2.61 -3.27 -3.15
H 2.05 -4.21 -3.19
H 3.65 -3.52 -2.93
H 2.59 -2.80 -4.14
C -0.69 -4.14 -3.14
H -0.52 -3.81 -4.17
H -1.61 -4.73 -3.14
H 0.13 -4.81 -2.84
C -1.03 -3.52 -0.71
H -1.99 -4.05 -0.64
H -1.03 -2.72 0.04
H -0.24 -4.24 -0.46
C -1.04 -0.96 -4.64
H -1.61 -1.89 -4.80
H -0.95 -0.46 -5.62
H -1.62 -0.31 -3.98
C 1.36 -0.11 -4.44
H 1.17 0.79 -3.85
H 1.25 0.15 -5.50
H 2.40 -0.42 -4.28
C -2.69 4.15 2.26
H -2.83 4.95 1.52
H -1.91 4.45 2.96
H -3.63 4.07 2.83
C -2.31 1.68 2.66
H -1.49 1.84 3.37
C -0.49 4.23 -1.97
H -2.18 0.69 2.20
H -3.25 1.66 3.23
C -2.89 3.78 -1.29
H -0.16 3.27 -2.39
H -0.99 4.79 -2.78
H 0.41 4.80 -1.70
C -1.46 4.08 -0.80
H -3.06 4.31 -2.24
H -3.64 4.14 -0.58
H -3.05 2.70 -1.47
C 1.63 4.07 0.63
H 1.99 3.15 0.14
H 2.43 4.42 1.30
H 1.48 4.85 -0.12
C 0.69 3.17 2.80
H 0.85 2.08 2.71
H -0.09 3.34 3.55
H 1.62 3.60 3.20
H -1.21 1.43 -2.47
H -0.58 1.19 -2.88
O -0.22 -0.80 1.11
C 0.21 -1.11 2.28
C -0.61 -2.00 3.16
C 0.07 -3.33 3.50
C 1.12 -3.22 4.61
C 2.31 -2.34 4.27
C 1.96 -0.87 4.03
N 1.38 -0.63 2.71
H -0.84 -1.44 4.08
H -1.56 -2.19 2.64
H -0.71 -4.03 3.84
H 0.51 -3.78 2.60
H 0.63 -2.83 5.52
H 1.48 -4.23 4.84
H 3.02 -2.37 5.11
H 2.85 -2.74 3.39
H 1.25 -0.52 4.80
H 2.86 -0.26 4.11
H 1.89 -0.05 2.05